[1]
# C40H34CoGeN3O5S

A structure of composition C40H34CoGeN3O5S (ωB97M-V with the def2-TZVPD basis set, the OMol25 dataset).

* HOMO-LUMO gap (alpha / beta): 7.165 / 7.166 eV
* LUMO (alpha / beta): -0.047 / -0.047 Eh
* total energy: -161717.6087 eV

XYZ file:
```
85
C40H34CoGeN3O5S, DFT ωB97M-V with the def2-TZVPD basis set
H 2.446 -3.336 -2.643
C 3.923 -3.015 1.661
H 6.786 -4.751 -3.282
H 2.737 0.145 1.515
O -0.223 -3.305 0.614
H -0.500 0.161 7.155
C -2.296 0.516 1.567
H 2.692 -0.963 -3.603
C -3.971 -0.627 -1.446
C 7.560 -2.015 -1.450
C -4.154 -0.273 -0.109
H 6.155 -0.774 -0.428
C 2.141 -3.164 -1.608
N -1.025 0.747 1.496
C -0.217 1.178 2.633
H -0.261 5.987 -4.979
C 6.282 -1.647 -1.060
C -0.400 0.664 5.074
C -0.039 -2.045 4.629
C -0.303 2.230 -2.142
C -0.421 4.509 -1.464
H 2.882 3.299 -3.637
C 2.815 -0.033 -3.057
C 3.115 -0.786 1.922
H -2.081 -0.673 -2.661
H 2.333 -4.097 -1.072
C 3.222 1.165 -1.029
C -0.340 3.665 -2.553
H 3.780 -2.173 4.937
C 7.746 -3.133 -2.253
C 2.755 1.159 -3.759
H -0.401 7.469 -3.028
C -0.372 -0.215 6.148
S -0.457 3.546 0.017
H 3.258 3.301 -1.186
O 0.486 -1.240 0.149
O -0.243 1.261 -2.876
C -0.234 0.194 3.776
C 3.695 -2.080 3.862
H 8.413 -1.431 -1.128
C 5.166 -2.381 -1.462
H 0.427 -1.999 -2.234
H 0.068 -3.712 -1.930
H 8.743 -3.423 -2.558
H 0.074 -1.552 2.550
C 3.455 -1.838 1.077
H 4.213 -3.852 1.034
Co -0.268 0.354 -0.138
C 6.649 -3.876 -2.659
H -0.571 2.160 2.959
N -0.340 2.118 -0.783
C -2.606 -0.512 -1.734
H -5.078 -0.247 0.443
C -0.192 -1.572 5.926
C -2.889 0.047 0.382
H 4.387 -4.073 3.466
H 2.568 1.148 -4.825
C 0.640 -2.852 -1.584
O -1.720 3.671 0.689
H -0.546 1.724 5.246
H 4.528 -4.099 -2.593
C 0.225 -2.510 -0.170
C 3.241 -0.897 3.299
H -0.502 6.530 -0.727
H 3.436 1.208 0.032
H -0.215 3.505 -4.683
H 2.970 -0.063 3.935
H -2.830 0.684 2.497
H -4.729 -0.945 -2.142
H -0.174 -2.261 6.760
C 3.064 -0.057 -1.682
C 4.032 -3.144 3.039
C 2.927 2.365 -3.093
H 0.798 1.330 2.261
C -0.383 6.397 -2.881
C -0.441 5.883 -1.592
C -0.057 -1.169 3.555
N -1.970 -0.116 -0.630
H 0.103 -3.101 4.445
Ge 3.382 -1.814 -0.877
C -0.282 4.176 -3.837
C 3.142 2.367 -1.724
C 5.370 -3.500 -2.265
C -0.306 5.555 -3.988
O 0.730 3.757 0.804
```

[2]
# C4H5NO

The molecule C4H5NO (ωB97M-V with the def2-TZVPD basis set, the OMol25 dataset).

* HOMO-LUMO gap: 10.578 eV
* SMILES: Cc1ccno1
* LUMO: 0.036 Eh
* total energy: -7765.2081 eV

XYZ file:
```
11
C4H5NO, DFT ωB97M-V with the def2-TZVPD basis set
H -2.151 -0.368 -0.841
C -1.728 -0.002 0.100
N 1.674 -0.966 0.827
C 1.933 -0.041 -0.058
H 2.965 0.179 -0.301
O 0.302 -0.999 0.924
H -2.055 1.032 0.243
H 0.671 1.311 -1.335
H -2.125 -0.610 0.917
C -0.240 -0.092 0.095
C 0.753 0.556 -0.571
```

[3]
# C33H55NP2Y

A structure of composition C33H55NP2Y (ωB97M-V with the def2-TZVPD basis set, the OMol25 dataset).

* HOMO-LUMO gap (alpha / beta): 6.374 / 4.434 eV
* LUMO (alpha / beta): -0.103 / -0.148 Eh
* total energy: -56207.4712 eV
* charge: +1

XYZ file:
```
92
C33H55NP2Y, DFT ωB97M-V with the def2-TZVPD basis set
C 1.127 -0.924 -3.826
N 0.727 2.385 4.494
C -1.687 3.190 2.582
C -3.877 -0.204 -2.154
C -0.815 1.134 1.626
C 3.782 0.281 -1.621
H 1.956 2.233 6.152
C -1.363 -1.907 -1.960
C -0.683 0.943 -5.443
H 1.606 -4.779 0.764
H -1.963 -0.585 3.641
H 0.652 0.221 4.178
H 2.182 3.749 5.261
P -2.256 -0.358 -1.404
H 4.217 1.085 -2.242
H 0.181 2.486 -0.498
C -1.801 -3.630 1.201
H 3.724 3.112 -0.591
C 0.652 -1.644 -5.078
H 1.954 0.927 -3.101
H -1.548 1.950 -2.187
C -0.860 1.155 -1.929
C 0.399 1.778 -1.310
C 1.523 -2.075 1.981
H 2.035 -3.533 -0.433
C -0.619 2.276 2.400
C 0.698 -2.899 1.145
C 2.997 -1.959 1.908
H -3.919 0.027 -3.218
H 3.319 -0.942 2.179
H -4.431 0.598 -1.628
H -4.441 -1.141 -1.994
H -1.533 -1.895 4.750
P 2.550 1.005 -0.449
H 0.876 -1.259 5.136
C -0.640 -2.834 1.660
H -2.143 -2.676 -1.970
H 0.837 3.759 2.901
Y 0.226 -0.525 -0.716
H -1.715 -3.899 0.144
C 1.271 0.415 -3.795
C -2.992 2.842 2.223
H -0.547 0.622 -2.848
H 2.311 3.183 0.539
H -2.661 -2.195 3.403
H -2.353 -0.332 1.156
H -1.481 4.168 3.025
H 3.310 -0.475 -2.291
C 1.986 2.667 5.150
H 1.197 -2.596 -5.127
H 0.609 2.356 -4.468
H 3.481 -2.662 2.610
C -3.202 1.577 1.700
H -0.958 -1.886 -2.996
C 0.692 1.331 -4.841
H -0.498 0.293 -6.313
H 3.370 -2.169 0.901
H -1.893 -4.565 1.780
C 1.207 -3.914 0.192
H -0.138 2.428 6.360
H -1.161 1.851 -5.859
H -3.797 3.556 2.370
H 0.942 -1.103 -5.999
H 1.605 -1.570 -3.074
C -0.875 -1.980 -5.152
H -0.515 -2.394 -1.355
H 2.220 -0.603 4.177
H -0.564 3.850 5.390
H -1.326 2.266 5.050
C 0.707 -1.577 3.015
H 3.812 2.349 1.065
H 4.550 -0.246 -1.008
H 1.374 1.429 -5.704
C 3.166 2.577 0.196
H 2.820 2.219 4.593
H 1.514 2.144 2.592
H -2.629 -1.517 -3.898
C 1.140 -0.764 4.187
C -1.774 -1.025 -4.410
H -0.991 -2.989 -4.749
H -4.208 1.256 1.423
C 0.676 2.670 3.076
H 1.012 2.236 -2.086
C -0.389 2.759 5.343
H -1.148 -2.049 -6.217
H -2.739 -3.069 1.327
C -1.654 0.296 -4.512
C -2.117 0.690 1.487
C -0.616 -2.011 2.809
C -1.748 -1.665 3.692
H 0.419 -4.299 -0.478
H -2.337 0.999 -4.003
```

[4]
# HI3P2

A structure of composition HI3P2 (ωB97M-V with the def2-TZVPD basis set, the OMol25 dataset).

* HOMO-LUMO gap: 6.790 eV
* LUMO: -0.048 Eh
* total energy: -42896.0019 eV

XYZ file:
```
6
HI3P2, DFT ωB97M-V with the def2-TZVPD basis set
P 0.331 -0.163 -0.046
I -0.120 -1.921 1.540
P -0.765 0.508 -1.675
H 0.479 0.924 0.919
I -2.555 1.143 0.024
I 2.630 -0.491 -0.761
```

[5]
# C47H58AgClN2O2P3SSi

A structure of composition C47H58AgClN2O2P3SSi (ωB97M-V with the def2-TZVPD basis set, the OMol25 dataset).

* HOMO-LUMO gap: 6.033 eV
* LUMO: 0.085 Eh
* total energy: -119861.4944 eV
* charge: -1

XYZ file:
```
116
C47H58AgClN2O2P3SSi, DFT ωB97M-V with the def2-TZVPD basis set
H 2.669 -0.681 3.748
C -3.484 -2.482 -0.709
P -0.719 -2.485 0.105
H -1.597 -3.403 -3.143
H 0.580 1.044 -2.924
P 0.559 0.457 3.799
C -4.840 -2.466 -0.408
C 2.157 3.613 -1.195
C -1.234 4.336 2.436
C 0.105 3.413 -0.010
H -3.172 -2.421 -1.743
H 0.023 1.255 6.025
H -1.802 -4.277 -1.646
C -0.527 0.802 5.197
C 3.046 -0.909 0.767
H -1.718 -6.507 -2.650
C 0.958 -4.352 1.277
H 4.165 1.768 2.022
O -0.730 2.633 0.774
H -3.964 -5.983 -3.554
C 3.812 -3.189 -4.485
C -0.297 4.646 -0.478
C 1.379 -5.597 1.727
H -1.831 5.650 4.012
H -1.308 1.489 4.866
Ag -0.298 0.104 -0.155
H -1.833 1.359 -2.007
H 5.417 1.361 0.842
C -0.460 -1.597 -4.776
H 1.487 -1.541 4.748
H -0.366 -6.943 -3.677
H 1.640 -3.507 1.307
C 0.073 -0.896 -3.690
H -0.505 -2.680 -4.767
C 1.780 4.876 -1.627
C -0.336 -4.166 0.789
H -6.321 -2.442 1.143
C 2.661 -3.650 -2.015
H 0.829 -7.647 2.060
H -5.564 -2.418 -1.212
C -0.920 -0.918 -5.894
H 3.118 3.222 -1.508
C 4.348 -4.158 -3.651
H -4.085 2.025 3.640
C 0.168 0.492 -3.765
H 1.790 1.942 2.420
C 0.543 5.405 -1.290
C -3.285 2.677 3.309
N -0.371 -2.781 -1.556
H 0.539 -4.641 -3.550
H 3.996 -1.167 1.250
H 4.867 -0.044 -1.641
C 2.091 -2.691 -2.855
C 1.330 2.787 -0.391
H 2.463 5.444 -2.250
H 2.390 -5.722 2.098
H -4.217 -4.977 -4.988
C -1.049 -3.843 -2.306
H -2.236 -2.439 2.432
H 4.152 1.448 -2.270
P 0.749 -1.633 -2.162
H -3.450 -4.279 -3.557
H -0.197 2.252 -4.932
C 3.768 -4.384 -2.408
C 1.330 2.027 3.407
H 2.067 2.298 4.168
H 4.180 -5.131 -1.739
Si 3.147 0.786 -0.044
Cl -3.697 0.828 -0.702
C -2.969 -2.479 1.632
C 2.696 -2.459 -4.089
C -2.027 4.705 3.518
H 5.218 -4.725 -3.962
C -0.179 -4.985 -2.805
C 4.411 1.781 0.955
C -2.534 -2.515 0.304
H -4.639 -2.427 2.968
H 2.296 -1.704 -4.755
H -2.240 -5.112 0.482
H -2.657 1.347 1.725
H 0.568 2.804 3.353
H 2.314 -0.098 5.390
C -2.047 0.453 -1.441
C -3.057 3.888 3.959
H -2.264 -0.330 -2.169
H -1.494 -7.326 1.256
H -1.183 0.998 -6.828
N 1.615 1.522 -0.003
H -3.675 4.187 4.797
H 2.827 -1.676 0.020
C -0.275 1.172 -4.894
H -1.341 -1.474 -6.723
H 2.236 -0.935 1.503
C 3.930 0.515 -1.743
C 0.504 -6.675 1.708
C -1.016 -6.115 -3.392
C -2.498 2.284 2.241
H 2.218 -3.839 -1.043
S -1.964 -5.688 -4.880
H 3.270 -0.075 -2.384
H 4.261 -2.995 -5.452
C -1.214 -5.248 0.807
H 4.444 2.829 0.640
C -0.827 0.469 -5.952
C -1.476 3.122 1.796
H -0.993 -0.126 5.533
H -0.435 4.978 2.094
H -1.276 5.018 -0.199
C 1.886 -0.557 4.496
C -5.263 -2.467 0.911
H 0.404 -5.383 -1.968
O -0.128 -0.218 2.663
C -0.797 -6.496 1.256
C -3.538 -5.182 -4.160
C -4.321 -2.461 1.933
H 0.226 6.376 -1.648
```

[6]
# C5H11NO

The molecule C5H11NO (ωB97M-V with the def2-TZVPD basis set, the OMol25 dataset).

* HOMO-LUMO gap: 8.788 eV
* SMILES: C/C(=C/N)CCO
* LUMO: 0.034 Eh
* total energy: -8900.2321 eV

XYZ file:
```
18
C5H11NO, DFT ωB97M-V with the def2-TZVPD basis set
H -1.571 -1.069 1.116
H -1.542 -1.698 -1.622
H 1.603 -1.236 -0.975
C -0.440 1.598 1.160
H -1.270 1.092 1.663
H 0.267 1.937 1.921
H -0.076 -1.909 -0.626
C -1.048 -1.289 -0.736
H 3.036 -0.931 -0.056
H 2.110 0.807 1.092
C 0.232 0.694 0.166
H -0.848 2.477 0.655
N 2.221 -0.531 -0.494
O -1.932 -1.487 0.328
C 1.526 0.373 0.290
H -1.545 0.772 -1.031
C -0.637 0.172 -0.955
H -0.087 0.227 -1.897
```

> Which value of total energy does entry 5 give?

-119861.4944 eV

> The lowest total energy belongs to which entry?

C40H34CoGeN3O5S

> Look up the total energy of the sixth one.

-8900.2321 eV

> Which formula does entry 1 have?

C40H34CoGeN3O5S